ORCA calculation (ωB97M-V/def2-TZVPD) on a 2-piece molecular cluster, C11H18 overall at a distorted geometry.

Bonds (Å) are listed after each position.
Element x y z (Å)
1 C 2.161 0.405 -3.096  C2 1.515, H8 1.090, H9 1.085, H10 1.089
2 C 0.882 -0.180 -2.534  C1 1.515, C3 1.387, C7 1.407
3 C 0.934 -1.249 -1.653  C2 1.387, C4 1.387, H11 1.081
4 C -0.278 -1.807 -1.277  C3 1.387, C5 1.373, H12 1.087
5 C -1.506 -1.348 -1.684  C4 1.373, C6 1.416, H13 1.081
6 C -1.547 -0.239 -2.563  C5 1.416, C7 1.368, H14 1.082
7 C -0.366 0.391 -2.847  C2 1.407, C6 1.368, H15 1.088
8 H 2.396 1.336 -2.579  C1 1.090
9 H 2.048 0.605 -4.156  C1 1.085
10 H 2.945 -0.338 -2.961  C1 1.089
11 H 1.846 -1.716 -1.305  C3 1.081
12 H -0.364 -2.687 -0.645  C4 1.087
13 H -2.406 -1.740 -1.230  C5 1.081
14 H -2.507 0.066 -2.957  C6 1.082
15 H -0.383 1.230 -3.539  C7 1.088
16 C -0.807 0.742 3.861  C17 1.538, H20 1.109, H21 1.098, H22 1.085
17 C -0.050 0.214 2.630  C16 1.538, C18 1.599, C19 1.528, H23 1.095
18 C -1.108 -0.201 1.505  C17 1.599, H24 1.085, H25 1.084, H26 1.085
19 C 1.019 1.120 2.020  C17 1.528, H27 1.090, H28 1.088, H29 1.091
20 H -1.636 1.437 3.619  C16 1.109
21 H -0.165 1.455 4.394  C16 1.098
22 H -1.340 0.009 4.456  C16 1.085
23 H 0.408 -0.702 3.016  C17 1.095
24 H -0.788 0.362 0.634  C18 1.085
25 H -1.192 -1.276 1.390  C18 1.084
26 H -2.057 0.163 1.886  C18 1.085
27 H 1.374 0.558 1.156  C19 1.090
28 H 0.633 2.104 1.760  C19 1.088
29 H 1.855 1.287 2.700  C19 1.091

The value obtained for the energy is -429.90515 Eh. Its SMILES is Cc1ccccc1.CC(C)C. Its HOMO-LUMO gap is 9.906 eV. Its charge is 0. The calculation puts the energy above the lowest of the compared OMol25 structures with the same formula, charge and spin at 93.1 kJ/mol.

Atomic partial charges in e from the Löwdin method, atoms 1 to 5: -0.049, -0.276, -0.056, -0.135, -0.108

---

ORCA calculation (ωB97M-V/def2-TZVPD) on a 2-piece molecular cluster, C11H18 overall at a distorted geometry.

Bonds (Å) are listed after each position.
Element x y z (Å)
1 C -1.059 -1.208 -2.718  C2 1.296, C6 1.390, H7 1.032
2 C -0.971 -0.896 -1.464  C1 1.296, C3 1.416, H8 1.060
3 C -0.527 -1.815 -0.482  C2 1.416, C4 1.377, H9 1.166
4 C 0.100 -3.001 -0.795  C3 1.377, C5 1.429, H10 1.095
5 C -0.121 -3.371 -2.157  C4 1.429, C6 1.436, H11 1.097
6 C -0.777 -2.513 -3.104  C1 1.390, C5 1.436, H12 1.101
7 H -1.425 -0.584 -3.455  C1 1.032
8 H -1.496 -0.134 -0.945  C2 1.060
9 H -0.454 -1.719 0.677  C3 1.166
10 H 0.234 -3.757 -0.014  C4 1.095
11 H 0.120 -4.420 -2.368  C5 1.097
12 H -0.947 -2.952 -4.098  C6 1.101
13 C 2.593 0.537 2.293  C14 1.669, H18 1.239, H19 1.120, H20 1.173
14 C 1.210 1.471 2.338  C13 1.669, C15 1.529, H21 1.168, H22 1.175
15 C 0.509 1.651 0.991  C14 1.529, C16 1.450, H23 1.202, H24 1.107
16 C -0.797 2.280 1.022  C15 1.450, C17 1.533, H25 1.079, H26 1.133
17 C -1.473 2.082 -0.339  C16 1.533, H27 1.198, H28 1.093, H29 1.157
18 H 2.445 -0.479 1.600  C13 1.239
19 H 3.425 1.094 1.791  C13 1.120
20 H 2.767 0.080 3.360  C13 1.173
21 H 1.586 2.444 2.862  C14 1.168
22 H 0.628 0.755 3.065  C14 1.175
23 H 1.060 2.321 0.159  C15 1.202
24 H 0.568 0.681 0.460  C15 1.107
25 H -0.693 3.344 1.170  C16 1.079
26 H -1.367 2.055 1.975  C16 1.133
27 H -2.022 1.023 -0.221  C17 1.198
28 H -2.292 2.805 -0.317  C17 1.093
29 H -0.825 2.227 -1.286  C17 1.157

The value obtained for the energy is -429.79360 Eh. Its SMILES is c1ccccc1.CCCCC. Its HOMO-LUMO gap is 10.015 eV. Its charge is 0. The calculation puts the energy above the lowest of the compared OMol25 structures with the same formula, charge and spin at 386.0 kJ/mol.

Atomic partial charges in e from the Löwdin method, atoms 1 to 5: -0.119, -0.133, -0.103, -0.102, -0.079